Density functional theory data (ωB97M-V/def2-TZVPD) for C6H11N3 as an isolated structure.

Energy above the lowest of the compared OMol25 structures with the same formula, charge and spin = 5.153 eV
Strongest force on any atom = 5.426 eV/Å
Total energy = -399.3059 Ha
Molar mass = 125.17 g/mol
HOMO-LUMO gap = 7.7 eV
Lowest unoccupied orbital energy = 0.033 hartree

ORCA input file:
```
! RIJCOSX wB97M-V def2-TZVPD def2/J DEFGRID3
* xyz 0 1
C 1.286 0.313 1.317
N -1.237 1.722 -0.856
C -0.816 1.334 0.398
H -2.243 1.806 -0.918
C 1.105 -0.514 0.091
H 2.314 0.630 1.501
H -0.765 -1.575 1.268
C -0.974 -2.027 -0.764
H -0.599 -1.931 -1.781
H 2.170 -1.858 -1.166
H -0.891 1.101 -1.578
H -1.715 -2.806 -0.600
C 1.985 -0.834 -0.866
H -2.493 1.523 1.259
N -1.509 1.375 1.475
H 2.413 -0.079 -1.515
C -0.440 -1.348 0.251
H 0.707 0.012 2.188
N 0.586 1.260 0.439
H 1.118 1.896 -0.142
*
```

Just the natural (NBO) charges please, in e? Sure, here they are: C -0.2975; N -0.8307; C 0.5767; H 0.3797; C 0.1963; H 0.2186; H 0.2017; C -0.3921; H 0.2012; H 0.2326; H 0.3876; H 0.2055; C -0.7324; H 0.3354; N -0.7336; H 0.2117; C -0.2442; H 0.2360; N -0.5754; H 0.4229


Density functional theory data (ωB97M-V/def2-TZVPD) for C24H27MnNOSi as an isolated structure.

Energy above the lowest of the compared OMol25 structures with the same formula, charge and spin = 1.596 eV
Strongest force on any atom = 3.611 eV/Å
Total energy = -2500.4837 Ha
Molar mass = 428.51 g/mol
HOMO-LUMO gap (alpha / beta) = 2.8 / 4.5 eV
Lowest unoccupied orbital energy (alpha / beta) = -0.379 / -0.316 hartree

ORCA input file:
```
! RIJCOSX wB97M-V def2-TZVPD def2/J DEFGRID3
* xyz 2 4
H 0.597 1.879 -6.134
H -1.595 4.021 -0.706
H 2.441 3.437 -0.300
C -0.783 -2.316 -2.165
H 0.287 4.531 -2.726
H -2.707 -3.228 0.435
C 0.220 -3.484 2.664
H 0.220 -2.039 4.170
C 0.403 -2.078 3.089
H -0.641 -0.417 2.857
H -0.284 -6.566 4.058
H -1.736 5.979 3.155
C 0.196 5.191 2.567
C -1.837 5.025 1.202
C 1.140 2.580 -2.350
C 1.741 1.459 -2.939
C -1.129 4.324 0.232
H -2.343 -0.521 0.256
H 0.347 -4.150 4.666
Si 1.193 2.697 -0.493
C 0.552 3.564 -3.155
H -0.164 4.007 -5.140
H 2.205 -1.841 -0.650
C 0.159 -4.473 3.644
H -1.369 -4.415 -1.644
H -0.837 -0.078 -2.011
C 0.875 4.482 1.585
N -0.037 -3.737 1.364
H 1.760 -0.916 0.875
C -0.293 -5.025 1.006
C -1.930 -1.270 -0.417
C -2.110 -2.735 -0.303
H 1.427 -1.744 2.833
C -1.162 5.451 2.369
H 2.380 0.805 -2.362
H 0.728 5.552 3.459
C 1.464 -1.174 -0.141
C -0.173 -5.784 3.321
C -1.115 -1.052 -1.599
Mn -0.089 -2.124 -0.098
H 1.942 4.270 1.689
C 0.337 3.289 -4.507
H 1.944 0.303 -4.739
H -0.390 -5.262 -0.044
H -0.222 -2.470 -3.087
H -0.689 -7.034 1.607
C -1.380 -3.357 -1.381
C 0.791 2.094 -5.077
C 1.523 1.201 -4.296
H -2.894 5.265 1.100
C -0.422 -6.047 1.967
H 0.573 1.461 0.133
H 1.280 -0.221 -0.721
O -0.602 -1.285 2.432
C 0.214 3.973 0.451
*
```

Just the Mulliken charges please, in e? Sure, here they are: H 0.4055; H 0.4040; H -0.1669; C -0.3101; H 0.4699; H 0.4695; C 0.8459; H 0.5473; C -0.8262; H 0.3311; H 0.4672; H 0.3414; C -0.5845; C -0.6089; C 0.2242; C -0.6166; C -0.2098; H 0.4688; H 0.3889; Si 0.5006; C -0.2108; H 0.4021; H 0.3659; C -0.8165; H 0.6615; H 0.5623; C -0.5756; N -0.0688; H 0.3267; C -0.1766; C -0.3555; C -0.2089; H 0.2580; C -0.3046; H 0.5058; H 0.3775; C 0.2787; C -0.3956; C -0.6508; Mn 0.4941; H 0.2924; C -0.4768; H 0.4447; H 0.4965; H 0.5256; H 0.4112; C -0.1607; C -0.5383; C -0.5173; H 0.3884; C -0.8128; H -0.1083; H -0.8460; O -0.4455; C 0.3367


Density functional theory data (ωB97M-V/def2-TZVPD) for C4H5NOS in the gas phase.

Energy above the lowest of the compared OMol25 structures with the same formula, charge and spin = 6.399 eV
Strongest force on any atom = 3.180 eV/Å
Total energy = -683.3728 Ha
Molar mass = 115.16 g/mol
HOMO-LUMO gap (alpha / beta) = 5.2 / 5.2 eV
Lowest unoccupied orbital energy (alpha / beta) = -0.099 / -0.099 hartree

ORCA input file:
```
! RIJCOSX wB97M-V def2-TZVPD def2/J DEFGRID3
* xyz 0 1
H 0.311 -0.593 2.224
N -1.901 -1.584 0.026
O -2.888 -2.010 -0.509
H 1.295 1.558 -1.412
H 1.977 0.250 0.475
C 1.030 0.000 0.122
H 0.569 2.209 0.120
S -1.101 1.091 -1.414
C -1.051 -1.084 0.675
C 0.550 1.395 -0.664
C 0.123 -0.584 1.124
H 1.085 -0.648 -0.766
*
```

Just the natural (NBO) charges please, in e? Sure, here they are: H 0.2452; N 0.2533; O -0.2811; H 0.2231; H 0.2306; C -0.4480; H 0.2140; S -0.1865; C 0.1830; C -0.5178; C -0.1603; H 0.2445


Density functional theory data (ωB97M-V/def2-TZVPD) for C3ErLiO6 as an isolated structure.

Energy above the lowest of the compared OMol25 structures with the same formula, charge and spin = 0.000 eV
Strongest force on any atom = 4.672 eV/Å
Total energy = -1588.1495 Ha
Molar mass = 306.23 g/mol
HOMO-LUMO gap (alpha / beta) = 7.0 / 7.2 eV
Lowest unoccupied orbital energy (alpha / beta) = -0.196 / -0.223 hartree

ORCA input file:
```
! RIJCOSX wB97M-V def2-TZVPD def2/J DEFGRID3
* xyz 1 5
O -2.289 1.191 0.123
O 0.627 -0.737 0.696
O -1.310 -0.237 -1.227
C 2.513 -0.310 -0.941
C -0.387 -0.002 0.985
O 2.482 0.861 -1.081
C -1.354 0.365 -0.109
Li 0.737 -0.996 2.697
O 2.971 -1.355 -1.233
O -0.609 0.344 2.174
Er -3.382 0.876 -2.085
*
```

Just the natural (NBO) charges please, in e? Sure, here they are: O -0.7690; O -0.7834; O -0.7661; C 1.0232; C 0.6378; O -0.5314; C 0.6950; Li 0.9652; O -0.5085; O -0.7266; Er 1.7637


Density functional theory data (ωB97M-V/def2-TZVPD) for a 11-piece molecular cluster, C13H48N18O13 overall.

SMILES = NC(N)=O.NC(N)=O.NC(N)=O.NC(N)=O.NC(N)=O.NC(N)=O.NC(N)=O.NC(N)=O.NC(N)=O.OCCO.OCCO
Energy above the lowest of the compared OMol25 structures with the same formula, charge and spin = 0.000 eV
Strongest force on any atom = 4.016 eV/Å
Total energy = -2488.2484 Ha
Molar mass = 664.64 g/mol
HOMO-LUMO gap = 10.0 eV
Lowest unoccupied orbital energy = 0.015 hartree

ORCA input file:
```
! RIJCOSX wB97M-V def2-TZVPD def2/J DEFGRID3
* xyz 0 1
O -5.301 -4.337 0.880
H -3.209 -1.786 -3.850
C -4.918 -0.176 -0.546
O 1.780 1.260 -2.840
H -0.147 -3.369 -3.562
N 1.582 3.068 3.111
H 0.230 0.393 1.457
O -1.983 -4.254 -2.367
H -2.191 -0.315 2.287
O 2.427 4.177 1.325
N -3.758 -2.259 5.172
N -5.262 -1.063 0.390
H 6.471 2.029 1.989
N 5.535 -2.109 -0.408
H 5.304 2.555 -0.531
H -3.393 0.411 1.205
N 0.179 3.409 1.270
O 6.044 3.150 -0.723
C 6.169 -0.999 0.068
H 2.434 -0.440 1.732
N -1.102 0.217 -3.618
H 5.877 4.653 0.623
C -2.427 1.733 2.449
H -2.379 -4.078 -0.052
H -1.223 -0.091 -4.567
H 6.053 3.538 2.730
H 7.956 -0.298 0.583
C -3.969 -2.598 3.838
H -0.255 0.750 -3.305
H -3.936 2.634 1.256
H -1.338 1.494 -1.523
H 0.250 3.375 0.271
H -3.128 -3.328 1.336
N -2.182 1.569 -2.049
H 4.564 -2.120 -0.585
H -4.146 -2.796 5.959
H 4.141 0.734 -2.099
H -0.396 2.710 1.716
N -5.189 -0.557 -1.839
H 0.943 1.013 -1.064
H -4.647 0.020 -2.475
H -3.164 3.735 2.313
N -3.071 2.817 1.794
O 0.196 0.712 -0.526
H 7.924 -1.932 -0.046
H 3.816 -0.315 -0.004
H -4.047 -2.847 -2.755
O -1.563 1.905 3.285
H 7.484 3.919 0.653
O 2.894 -0.343 -0.327
H -0.904 -1.948 -4.106
C -4.252 -4.520 0.196
H 1.789 3.316 -3.827
C 5.905 2.944 1.841
H 0.887 2.485 3.455
H -5.089 -2.026 0.087
N 2.742 3.101 -3.684
H -5.057 -5.575 -1.367
H -5.861 -3.232 4.321
N -4.181 -5.290 -0.944
H -2.963 -1.691 5.395
N 4.059 1.557 -2.676
C 6.396 3.724 0.612
H -3.009 1.619 -1.519
H -6.053 -1.004 -2.044
N 7.442 -1.125 0.345
N -0.952 -2.932 -3.922
H 5.859 -2.947 -0.017
H 0.491 -1.102 0.580
C -2.295 0.746 -3.126
H 3.488 3.654 -4.063
N -3.062 -4.074 0.632
C 2.195 0.190 0.814
N -3.313 -2.691 -3.387
H 2.334 1.361 0.960
N -2.774 0.482 2.018
C 2.825 1.969 -3.024
O 5.570 0.043 0.150
H -3.437 -5.080 -1.596
C 1.507 3.539 1.823
O 4.584 2.441 1.581
H -5.417 -3.638 2.685
H 3.900 3.190 1.564
C 0.713 -0.043 0.582
H 2.462 3.093 3.565
C -2.086 -3.351 -3.170
H -4.973 -0.907 1.346
O -4.445 0.950 -0.294
H 4.753 2.298 -2.716
O -3.370 0.390 -3.657
O -3.087 -2.418 2.988
N -5.249 -3.065 3.569
*
```

Just the Mulliken charges please, in e? Sure, here they are: O -0.7561; H 0.2043; C 0.2725; O -0.7265; H 0.2678; N -0.1930; H 0.0391; O -0.7638; H 0.0714; O -0.7093; N -0.4804; N -0.4032; H 0.1855; N -0.4890; H 0.3221; H 0.1328; N -0.4104; O -0.5716; C 0.5903; H 0.3851; N -0.2441; H 0.2947; C 0.5657; H 0.3553; H 0.4567; H 0.4384; H 0.2305; C 0.5650; H 0.1342; H 0.1974; H 0.2827; H 0.2241; H 0.1355; N -0.4288; H 0.2381; H 0.1783; H 0.1737; H 0.0835; N -0.2851; H 0.2295; H 0.2702; H 0.2455; N -0.3658; O -0.0797; H 0.2068; H 0.0973; H 0.2607; O -0.7017; H 0.3705; O -0.4487; H 0.2535; C 0.5005; H 0.2304; C -0.5310; H 0.1905; H 0.1513; N -0.3972; H 0.2568; H 0.1754; N -0.4734; H 0.2261; N -0.3649; C -0.4858; H 0.3832; H 0.2294; N -0.4525; N -0.5730; H 0.2139; H 0.3337; C 0.4808; H 0.1733; N -0.1942; C -0.1839; N -0.3980; H 0.2278; N 0.1001; C 0.5719; O -0.4077; H 0.3116; C 0.2787; O -0.3579; H 0.3157; H 0.3274; C -0.5746; H 0.2363; C 0.5914; H 0.3372; O -0.7424; H 0.2208; O -0.8480; O -0.6939; N -0.2870


Density functional theory data (ωB97M-V/def2-TZVPD) for a 2-piece molecular cluster, C4H11NO overall.

Energy above the lowest of the compared OMol25 structures with the same formula, charge and spin = 2.654 eV
Strongest force on any atom = 2.451 eV/Å
Total energy = -288.6177 Ha
Molar mass = 89.14 g/mol
HOMO-LUMO gap (alpha / beta) = 10.8 / 5.6 eV
Lowest unoccupied orbital energy (alpha / beta) = -0.174 / -0.363 hartree

ORCA input file:
```
! RIJCOSX wB97M-V def2-TZVPD def2/J DEFGRID3
* xyz 1 2
H 0.746 -2.600 0.805
C 0.237 -1.672 0.524
H -1.980 0.875 0.385
C 0.094 -1.626 -1.001
C -0.080 1.766 0.678
H 0.050 0.818 -1.307
O 0.562 2.265 1.630
H 1.536 1.195 -0.548
H -0.654 -0.975 -1.439
H 0.731 2.355 -1.300
H -0.750 -1.523 1.057
H 1.040 -0.971 0.873
N -1.334 1.364 1.006
H -1.633 1.159 1.960
H 1.083 -1.332 -1.336
C 0.504 1.520 -0.627
H -0.153 -2.621 -1.360
*
```

Just the natural (NBO) charges please, in e? Sure, here they are: H 0.2501; C -0.6291; H 0.4366; C -0.6214; C 0.6140; H 0.2748; O -0.2070; H 0.3046; H 0.1818; H 0.3133; H 0.1883; H 0.1940; N -0.4143; H 0.4510; H 0.2129; C -0.7868; H 0.2372